Record 1
# C6H8AgLiO6

A structure of composition C6H8AgLiO6 at a distorted geometry (ωB97M-V with the def2-TZVPD basis set, the Open Molecules 2025 dataset).

Last column: natural (NBO) charge in e.
CARTESIAN COORDINATES (ANGSTROEM)
O: -2.9993 0.2301 0.3413  -1.056
C: 1.0227 1.4937 0.0964  0.747
C: -2.3941 1.4474 0.0442  -0.096
O: 1.9300 2.2471 0.3671  -0.570
O: -0.0603 1.9999 -0.4896  -0.513
C: -1.2112 1.2653 -0.9244  -0.105
Ag: -5.5621 -0.3880 -0.0327  0.877
H: -2.0005 1.9370 0.9570  0.168
H: -3.1165 2.1595 -0.3987  0.137
H: -1.4399 1.6635 -1.9211  0.180
H: -0.9850 0.2018 -1.0396  0.211
O: 2.3177 -0.3180 0.9941  -0.514
C: 1.0266 -0.0098 0.5027  0.653
C: 2.4823 -1.7270 0.6924  -0.107
O: 0.0823 -0.2682 1.3730  -0.986
O: 0.8985 -0.8228 -0.6916  -0.582
C: 1.9352 -1.7866 -0.7269  -0.088
Li: -1.6504 -0.6977 1.1892  0.946
H: 1.9503 -2.4110 1.3731  0.170
H: 3.5529 -1.9515 0.7614  0.191
H: 1.5231 -2.7670 -0.9992  0.171
H: 2.6979 -1.4977 -1.4681  0.167

Values from the calculation:
HOMO energy (hartree): -0.2905
Kohn-Sham gap (eV): 4.6
F_max (eV/A): 2.2
DFT total energy (eV): -22838.526
ΔE to the lowest compared entry with this formula, charge and spin (kJ/mol): 108.5
Spin multiplicity: 1
LUMO energy (eV): -3.30

=====

Record 2
# C9H12BCl4CrF4O25Y

A structure of composition C9H12BCl4CrF4O25Y at a distorted geometry (ωB97M-V with the def2-TZVPD basis set, the Open Molecules 2025 dataset).

Last column: natural (NBO) charge in e.
CARTESIAN COORDINATES (ANGSTROEM)
Cr: -1.5934 1.4908 0.4712  1.746
Y: 1.8584 -0.9883 -3.9995  2.613
Cl: -4.5270 0.2046 0.0307  2.557
O: -3.3776 0.9489 -0.5630  -0.856
O: -5.7096 0.9420 -0.2290  -0.755
O: -4.5861 -1.1028 -0.5526  -0.836
O: -4.2613 0.1226 1.4383  -0.811
Cl: -2.3348 4.7531 -0.7825  2.563
O: -1.4302 5.5514 -0.0382  -0.793
O: -2.3655 5.1087 -2.1512  -0.768
O: -1.8308 3.3266 -0.7225  -0.882
O: -3.6366 4.6662 -0.2034  -0.795
Cl: 3.8944 1.8940 -2.1761  2.560
O: 5.1826 1.6281 -2.7164  -0.788
O: 3.8547 1.8453 -0.7571  -0.785
O: 3.3709 3.1167 -2.6843  -0.782
O: 2.9626 0.8063 -2.6533  -1.068
Cl: -1.7181 -1.0601 2.9468  2.570
O: -2.8844 -0.8772 3.7329  -0.756
O: -1.8814 -2.0604 1.9315  -0.848
O: -1.4682 0.2289 2.2135  -0.906
O: -0.5903 -1.2663 3.7919  -0.803
B: 0.1517 0.0304 -0.8761  1.361
F: 0.9637 -0.4163 0.1279  -0.520
F: 0.5601 -0.4391 -2.1462  -0.586
F: -1.1610 -0.3496 -0.5143  -0.513
F: -0.0138 1.4359 -0.8185  -0.470
C: 2.8818 3.2165 2.9584  -0.114
C: 2.5892 4.5273 2.2376  -0.103
O: 1.2416 4.2853 1.7574  -0.425
C: 0.9662 3.0117 1.8296  1.056
O: -0.0548 2.4958 1.4516  -0.666
O: 1.9966 2.2955 2.2744  -0.452
H: 2.7744 3.1887 4.0412  0.214
H: 3.8652 2.7929 2.7517  0.221
H: 3.1912 4.8156 1.3797  0.221
H: 2.5505 5.3734 2.9196  0.222
C: 1.0768 -3.4784 0.9919  -0.109
C: 2.3767 -2.7678 1.3538  -0.117
O: 2.9630 -2.3656 0.1156  -0.416
C: 2.1678 -2.7012 -0.8679  1.058
O: 2.4185 -2.4679 -2.0437  -0.792
O: 1.0592 -3.2732 -0.4614  -0.476
H: 0.2043 -2.9579 1.3742  0.263
H: 1.1643 -4.5420 1.1871  0.213
H: 3.0663 -3.3837 1.9339  0.216
H: 2.2379 -1.9155 2.0216  0.235
C: -2.5805 -3.0999 -1.6790  -0.118
C: -1.9050 -4.4841 -1.6827  -0.101
O: -0.8815 -4.3207 -2.7105  -0.432
C: -0.7995 -3.0751 -3.0770  1.060
O: 0.1501 -2.6207 -3.7411  -0.841
O: -1.6963 -2.3115 -2.5352  -0.426
H: -2.8680 -2.6870 -0.7169  0.283
H: -3.4965 -3.0801 -2.2725  0.221
H: -2.5719 -5.1950 -2.1639  0.227
H: -1.5168 -4.8165 -0.7280  0.226

Values from the calculation:
HOMO energy (alpha / beta) (hartree): -0.4442 / -0.4448
Kohn-Sham gap (alpha / beta) (eV): 4.9 / 4.9
F_max (eV/A): 5.7
DFT total energy (eV): -151783.629
Spin multiplicity: 4
LUMO energy (alpha / beta) (eV): -7.16 / -7.16
Total charge: +1

=====

Record 3
# C2H7N5

An isolated molecule of C2H7N5 at a distorted geometry (ωB97M-V with the def2-TZVPD basis set, the Open Molecules 2025 dataset).

Last column: natural (NBO) charge in e.
CARTESIAN COORDINATES (ANGSTROEM)
C: -0.1638 -1.0087 -0.0745  -0.147
C: 1.2382 -1.1335 0.0276  -0.129
N: -0.6049 1.2593 0.2132  -0.607
N: -0.9430 0.0615 0.0341  0.099
N: 2.1532 -0.2399 -0.0546  -0.189
N: -2.3685 -0.1174 -0.1663  -0.689
N: 2.1276 1.0539 -0.0145  -0.580
H: -0.6956 -1.8943 -0.2441  0.193
H: 1.6313 -2.0365 0.4519  0.200
H: -1.4130 1.8872 0.3352  0.351
H: -2.4702 -0.3603 -1.1406  0.377
H: -2.7737 -0.6984 0.5258  0.376
H: 1.3225 1.5930 -0.0131  0.383
H: 2.9599 1.6341 0.1200  0.362

Values from the calculation:
HOMO energy (alpha / beta) (hartree): -0.2544 / -0.2545
Kohn-Sham gap (alpha / beta) (eV): 7.7 / 7.7
F_max (eV/A): 2.9
DFT total energy (eV): -9632.990
ΔE to the lowest compared entry with this formula, charge and spin (kJ/mol): 487.1
Spin multiplicity: 1
LUMO energy (alpha / beta) (eV): 0.76 / 0.75

=====

Record 4
# C19H25BN9Tl

A structure of composition C19H25BN9Tl (ωB97M-V with the def2-TZVPD basis set, the Open Molecules 2025 dataset).

Last column: natural (NBO) charge in e.
CARTESIAN COORDINATES (ANGSTROEM)
Tl: -1.2002 -0.1030 1.4937  0.836
C: 0.1495 -3.8932 1.2098  -0.685
C: 0.6054 -3.1638 0.0194  0.336
C: 1.2533 -3.6186 -1.1403  -0.350
C: 1.4023 -2.5150 -1.9161  0.122
N: 0.8731 -1.4031 -1.1945  -0.159
N: 0.3896 -1.7829 -0.0825  -0.191
B: 0.7583 0.1306 -1.7007  0.941
N: -0.7178 0.3425 -2.0225  -0.380
C: -1.3657 0.2010 -3.2027  -0.009
C: -2.7029 0.4142 -2.9878  -0.331
C: -2.8092 0.6674 -1.6100  0.173
C: -4.0389 0.9411 -0.8042  -0.646
N: -1.6142 0.6119 -1.0351  -0.372
N: 1.2974 1.0730 -0.6232  -0.373
C: 2.2730 1.9885 -0.8172  0.022
C: 2.4922 2.6467 0.3656  -0.337
C: 1.5971 2.0620 1.2733  0.175
C: 1.3866 2.3911 2.7176  -0.645
N: 0.8827 1.1200 0.6736  -0.404
N: 1.6403 0.2417 -2.9215  -0.411
C: 1.5810 1.0514 -4.0086  -0.021
C: 2.7871 0.9775 -4.6511  -0.335
C: 3.5625 0.0884 -3.8756  0.163
C: 4.9781 -0.3425 -4.0922  -0.643
N: 2.8732 -0.3368 -2.8287  -0.318
H: 0.4108 -4.9456 1.1506  0.253
H: 0.5949 -3.4570 2.1089  0.269
H: -0.9348 -3.7938 1.3202  0.268
H: 1.5458 -4.6286 -1.3673  0.266
H: 1.8138 -2.3841 -2.9001  0.271
H: -0.8412 -0.0534 -4.1081  0.231
H: -3.4955 0.3999 -3.7162  0.241
H: -4.8916 1.1202 -1.4548  0.237
H: -4.2811 0.0928 -0.1605  0.227
H: -3.9011 1.8154 -0.1681  0.233
H: 2.7468 2.1176 -1.7758  0.234
H: 3.2014 3.4332 0.5582  0.239
H: 2.0796 3.1674 3.0331  0.237
H: 0.3726 2.7545 2.8936  0.226
H: 1.5454 1.5167 3.3503  0.227
H: 0.7100 1.6455 -4.2295  0.232
H: 3.0757 1.4788 -5.5595  0.240
H: 5.3244 -0.0522 -5.0818  0.228
H: 5.6328 0.1197 -3.3528  0.235
H: 5.0775 -1.4225 -3.9892  0.228
C: -3.8027 1.0093 6.9028  -0.589
C: -4.0689 -0.4206 6.4246  -0.512
C: -3.3561 -0.7242 5.1783  0.341
N: -2.7882 -0.9446 4.2045  -0.390
H: -4.3149 1.1796 7.8475  0.228
H: -4.1663 1.7355 6.1777  0.218
H: -2.7375 1.1764 7.0537  0.218
H: -5.1328 -0.5796 6.2473  0.253
H: -3.7526 -1.1463 7.1742  0.254

Values from the calculation:
HOMO energy (alpha / beta) (hartree): -0.4294 / -0.4296
Kohn-Sham gap (alpha / beta) (eV): 9.1 / 5.3
F_max (eV/A): 0.5
DFT total energy (eV): -38885.119
ΔE to the lowest compared entry with this formula, charge and spin (kJ/mol): 7.4
Spin multiplicity: 2
LUMO energy (alpha / beta) (eV): -2.59 / -6.40
Total charge: +1

=====

Question: Number 3 is which compound?
Answer: C2H7N5

=====

Question: What is the DFT total energy in the third record?
Answer: -9632.990 eV